[1]
The following is a quantum chemistry calculation of a single C5H7N3 molecule, from OMol25.

Bonds (Å) are listed after each position.
Atoms and positions in Å:
1 N -2.912 1.553 0.459  C2 1.222
2 C -2.034 0.724 0.274  N1 1.222, C3 1.338
3 C -0.842 0.119 0.209  C2 1.338, C4 1.428, C7 1.557, N8 1.484
4 C 0.233 1.058 0.254  C3 1.428, N5 1.487, H9 1.226, H10 1.314
5 N 1.439 0.208 0.445  C4 1.487, C6 1.475, H11 1.194
6 C 1.313 -0.644 -0.752  N5 1.475, C7 1.531, H12 1.185, H13 1.119
7 C -0.201 -0.862 -0.814  C3 1.557, C6 1.531, N8 1.535, H14 1.171
8 N -0.921 -1.342 0.453  C3 1.484, C7 1.535, H15 0.981
9 H -0.001 1.872 -0.632  C4 1.226
10 H 0.186 1.784 1.348  C4 1.314
11 H 1.402 -0.311 1.519  N5 1.194
12 H 1.976 -1.625 -0.769  C6 1.185
13 H 1.511 0.204 -1.455  C6 1.119
14 H -0.894 -1.215 -1.690  C7 1.171
15 H -0.256 -1.523 1.151  N8 0.981

Gap between HOMO and LUMO   10.24 eV
E   -9763.1687 eV
E_LUMO   0.0179 Eh
Energy relative to the best compared isomer or geometry (same formula, charge and spin)   6.219 eV
Total charge   0
SMILES   N#C[C@]12CNC[C@H]1N2

***

[2]
The following is a quantum chemistry calculation of a single C4H9ClIN molecule, from OMol25.

Bonds (Å) are listed after each position.
Atoms and positions in Å:
1 C 0.451 -2.084 0.162  N2 1.460, H8 1.130, H9 1.103, H10 1.090
2 N 0.710 -0.833 -0.546  C1 1.460, I3 2.086, C4 1.473
3 I 2.655 -0.078 -0.511  N2 2.086
4 C -0.337 0.182 -0.343  N2 1.473, C5 1.608, C6 1.532, Cl7 1.778
5 C -0.166 1.337 -1.449  C4 1.608, H11 1.014, H12 1.084, H13 1.115
6 C -0.383 0.767 1.072  C4 1.532, H14 1.099, H15 1.126, H16 1.114
7 Cl -1.733 -0.773 -0.892  C4 1.778
8 H -0.275 -2.688 -0.458  C1 1.130
9 H 1.390 -2.662 0.195  C1 1.103
10 H 0.172 -1.815 1.181  C1 1.090
11 H -0.920 1.383 -2.126  C5 1.014
12 H 0.047 2.336 -1.088  C5 1.084
13 H 0.766 1.177 -2.040  C5 1.115
14 H -0.194 0.008 1.844  C6 1.099
15 H 0.424 1.541 0.937  C6 1.126
16 H -1.440 1.065 1.264  C6 1.114

Gap between HOMO and LUMO   8.39 eV
E   -26405.3838 eV
E_LUMO   -0.0061 Eh
Energy relative to the best compared isomer or geometry (same formula, charge and spin)   1.237 eV
Total charge   0
SMILES   CN(I)C(C)(C)Cl

***

[3]
The following is a quantum chemistry calculation of a 2-piece molecular cluster, C2H6OS overall, from OMol25.

Bonds (Å) are listed after each position.
Atoms and positions in Å:
1 C 0.372 -1.521 0.431  C2 1.325, H4 1.079, H5 1.085
2 C -0.676 -1.362 -0.363  C1 1.325, O3 1.370, H6 1.089
3 O -0.604 -0.529 -1.448  C2 1.370, H7 0.962
4 H 0.307 -2.012 1.390  C1 1.079
5 H 1.269 -0.945 0.229  C1 1.085
6 H -1.664 -1.671 -0.023  C2 1.089
7 H -1.373 0.048 -1.480  O3 0.962
8 S 0.282 2.455 0.659  H9 1.367, H10 1.366
9 H 0.965 3.619 0.879  S8 1.367
10 H 1.122 1.919 -0.275  S8 1.366

Gap between HOMO and LUMO   10.00 eV
E   -15052.7041 eV
E_LUMO   0.0281 Eh
Energy relative to the best compared isomer or geometry (same formula, charge and spin)   0.728 eV
Total charge   0
SMILES   C=CO.S

***

[4]
The following is a quantum chemistry calculation of a 5-piece molecular cluster, C42H53BrN6O19P overall, from OMol25.

Bonds (Å) are listed after each position.
Atoms and positions in Å:
1 C -1.160 3.495 -1.666  C2 1.188, H30 1.066
2 C -0.383 3.128 -2.486  C1 1.188, C3 1.459
3 C 0.792 2.669 -3.217  C2 1.459, N4 1.460, H31 1.090, H32 1.083
4 N 0.797 1.223 -3.422  C3 1.460, C5 1.305, H33 1.010
5 C 0.994 0.374 -2.449  N4 1.305, N6 1.402, N29 1.356
6 N 0.980 -0.988 -2.783  C5 1.402, C7 1.503, H34 1.022
7 C 1.823 -1.716 -1.775  N6 1.503, C8 1.538, C13 1.511, H35 1.088
8 C 2.264 -3.096 -2.292  C7 1.538, C9 1.528, H36 1.084, H37 1.089
9 C 1.587 -4.289 -1.617  C8 1.528, N10 1.475, N11 1.462, N12 1.462
10 N 2.342 -5.519 -1.919  C9 1.475, H38 1.010, H39 1.013
11 N 0.245 -4.482 -2.164  C9 1.462, H40 1.009, H41 1.011
12 N 1.653 -4.167 -0.162  C9 1.462, H42 1.015, H43 1.015
13 C 3.011 -0.855 -1.414  C7 1.511, C14 1.563, H44 1.092, H45 1.083
14 C 2.551 0.399 -0.602  C13 1.563, C15 1.542, C25 1.539, N29 1.498
15 C 2.428 -0.076 0.860  C14 1.542, C16 1.527, H46 1.084, H47 1.089
16 C 1.390 0.616 1.739  C15 1.527, P17 1.806, H48 1.091, H49 1.088
17 P 1.182 -0.414 3.208  C16 1.806, O18 1.474, O19 1.589, O22 1.589
18 O 1.178 -1.847 2.862  P17 1.474
19 O -0.185 -0.026 3.920  P17 1.589, C20 1.458
20 C -0.177 0.979 4.977  O19 1.458, C21 1.526, H50 1.083, H51 1.087
21 C -1.439 0.779 5.810  C20 1.526, H52 1.086, H53 1.086, H54 1.082
22 O 2.419 -0.016 4.122  P17 1.589, C23 1.454
23 C 2.982 -1.083 4.934  O22 1.454, C24 1.521, H55 1.086, H56 1.084
24 C 3.937 -0.442 5.928  C23 1.521, H57 1.084, H58 1.088, H59 1.084
25 C 3.607 1.487 -0.860  C14 1.539, C26 1.528, H60 1.093, H61 1.088
26 C 3.624 2.757 -0.011  C25 1.528, C27 1.509, Br28 1.961, H62 1.085
27 C 2.332 3.534 0.065  C26 1.509, H63 1.089, H64 1.084, H65 1.085
28 Br 4.398 2.466 1.767  C26 1.961
29 N 1.188 0.699 -1.147  C5 1.356, C14 1.498, H66 1.016
30 H -1.853 3.782 -0.908  C1 1.066
31 H 0.767 3.123 -4.207  C3 1.090
32 H 1.713 3.001 -2.754  C3 1.083
33 H 0.631 0.843 -4.343  N4 1.010
34 H 0.027 -1.322 -2.624  N6 1.022
35 H 1.200 -1.876 -0.897  C7 1.088
36 H 3.330 -3.212 -2.131  C8 1.084
37 H 2.086 -3.173 -3.363  C8 1.089
38 H 2.834 -5.441 -2.798  N10 1.010
39 H 3.025 -5.643 -1.182  N10 1.013
40 H -0.313 -5.024 -1.521  N11 1.009
41 H -0.215 -3.607 -2.377  N11 1.011
42 H 0.909 -3.551 0.151  N12 1.015
43 H 1.427 -5.063 0.258  N12 1.015
44 H 3.520 -0.518 -2.320  C13 1.092
45 H 3.698 -1.435 -0.811  C13 1.083
46 H 3.398 -0.091 1.344  C15 1.084
47 H 2.125 -1.120 0.803  C15 1.089
48 H 1.763 1.579 2.093  C16 1.091
49 H 0.400 0.691 1.294  C16 1.088
50 H 0.684 0.865 5.623  C20 1.083
51 H -0.202 1.958 4.505  C20 1.087
52 H -1.203 0.102 6.626  C21 1.086
53 H -1.723 1.729 6.253  C21 1.086
54 H -2.235 0.354 5.212  C21 1.082
55 H 2.197 -1.634 5.445  C23 1.086
56 H 3.511 -1.789 4.303  C23 1.084
57 H 4.934 -0.349 5.512  C24 1.084
58 H 3.573 0.564 6.128  C24 1.088
59 H 3.942 -0.969 6.876  C24 1.084
60 H 3.572 1.770 -1.915  C25 1.093
61 H 4.571 0.998 -0.734  C25 1.088
62 H 4.343 3.430 -0.469  C26 1.085
63 H 2.019 3.860 -0.925  C27 1.089
64 H 2.463 4.443 0.640  C27 1.084
65 H 1.496 3.001 0.506  C27 1.085
66 H 0.801 1.601 -0.885  N29 1.016
67 C -4.460 -0.042 -3.608  C68 1.331, C73 1.460, H77 1.077
68 C -3.304 -0.437 -3.080  C67 1.331, C69 1.497, O76 1.338
69 C -3.128 -1.762 -2.407  C68 1.497, O70 1.228, C71 1.440
70 O -2.001 -2.021 -1.992  C69 1.228
71 C -4.265 -2.639 -2.297  C69 1.440, C72 1.346, H78 1.081
72 C -5.445 -2.258 -2.821  C71 1.346, C73 1.511, O75 1.317
73 C -5.613 -0.934 -3.528  C67 1.460, C72 1.511, O74 1.211
74 O -6.699 -0.671 -3.994  C73 1.211
75 O -6.528 -3.006 -2.763  C72 1.317, H79 0.977
76 O -2.172 0.277 -3.100  C68 1.338, H80 0.973
77 H -4.584 0.909 -4.098  C67 1.077
78 H -4.130 -3.587 -1.796  C71 1.081
79 H -7.239 -2.511 -3.216  O75 0.977
80 H -1.557 -0.300 -2.614  O76 0.973
81 C -4.683 2.834 -7.273  C82 1.335, C87 1.458, H91 1.081
82 C -3.570 2.171 -6.949  C81 1.335, C83 1.501, O90 1.334
83 C -2.551 1.762 -7.973  C82 1.501, O84 1.222, C85 1.445
84 O -1.556 1.183 -7.563  C83 1.222
85 C -2.800 2.076 -9.361  C83 1.445, C86 1.343, H92 1.081
86 C -3.919 2.738 -9.700  C85 1.343, C87 1.508, O89 1.320
87 C -4.930 3.172 -8.669  C81 1.458, C86 1.508, O88 1.212
88 O -5.905 3.782 -9.053  C87 1.212
89 O -4.216 3.059 -10.946  C86 1.320, H93 0.977
90 O -3.253 1.812 -5.705  C82 1.334, H94 0.977
91 H -5.421 3.135 -6.542  C81 1.081
92 H -2.067 1.764 -10.091  C85 1.081
93 H -5.071 3.532 -10.917  O89 0.977
94 H -2.403 1.338 -5.788  O90 0.977
95 C -0.193 -5.805 6.077  C96 1.342, C101 1.451, H105 1.081
96 C 0.535 -4.994 5.294  C95 1.342, C97 1.509, O104 1.326
97 C 1.997 -5.254 5.030  C96 1.509, O98 1.217, C99 1.452
98 O 2.590 -4.481 4.302  C97 1.217
99 C 2.620 -6.402 5.664  C97 1.452, C100 1.340, H106 1.081
100 C 1.890 -7.208 6.446  C99 1.340, C101 1.505, O103 1.324
101 C 0.425 -6.963 6.693  C95 1.451, C100 1.505, O102 1.216
102 O -0.165 -7.754 7.403  C101 1.216
103 O 2.388 -8.272 7.058  C100 1.324, H107 0.977
104 O 0.025 -3.921 4.705  C96 1.326, H108 0.983
105 H -1.242 -5.631 6.273  C95 1.081
106 H 3.672 -6.569 5.481  C99 1.081
107 H 1.648 -8.674 7.552  O103 0.977
108 H 0.742 -3.503 4.179  O104 0.983
109 C -2.290 5.349 2.675  C110 1.337, C115 1.458, H119 1.081
110 C -1.223 4.544 2.637  C109 1.337, C111 1.503, O118 1.333
111 C 0.180 5.068 2.771  C110 1.503, O112 1.221, C113 1.446
112 O 1.087 4.252 2.737  C111 1.221
113 C 0.375 6.494 2.918  C111 1.446, C114 1.343, H120 1.081
114 C -0.691 7.310 2.956  C113 1.343, C115 1.507, O117 1.320
115 C -2.099 6.784 2.848  C109 1.458, C114 1.507, O116 1.212
116 O -3.008 7.583 2.905  C115 1.212
117 O -0.591 8.619 3.089  C114 1.320, H121 0.977
118 O -1.308 3.223 2.473  C110 1.333, H122 0.977
119 H -3.302 4.981 2.582  C109 1.081
120 H 1.389 6.860 2.997  C113 1.081
121 H -1.502 8.972 3.092  O117 0.977
122 H -0.388 2.896 2.493  O118 0.977

Gap between HOMO and LUMO   6.85 eV
E   -171581.7107 eV
E_LUMO   -0.1436 Eh
Total charge   +1

***

Question: Which of these has the highest E?
Answer: C5H7N3

***

Question: Among the records above, which one has the highest gap between HOMO and LUMO?
Answer: C5H7N3

***

Question: Look up the total charge of the first one.
Answer: 0